{
  "formula": "C20H58B3F3O14S",
  "method": "ωB97M-V/def2-TZVPD",
  "symbols": ["C", "S", "O", "O", "B", "O", "B", "O", "B", "C", "F", "F", "F", "O", "H", "H", "H", "H", "C", "C", "O", "H", "H", "H", "H", "H", "H", "C", "C", "O", "H", "H", "H", "H", "H", "H", "C", "C", "O", "H", "H", "H", "H", "H", "H", "C", "C", "O", "H", "H", "H", "H", "H", "H", "C", "C", "O", "H", "H", "H", "H", "H", "H", "C", "C", "O", "H", "H", "H", "H", "H", "H", "C", "C", "O", "H", "H", "H", "H", "H", "H", "C", "C", "O", "H", "H", "H", "H", "H", "H", "C", "C", "O", "H", "H", "H", "H", "H", "H"],
  "coordinates": [[0.8581, -0.5866, 0.2174], [0.0759, -0.7181, -1.4705], [1.1167, -0.5283, -2.5327], [-0.4945, -2.1195, -1.5463], [-1.3169, 0.5446, -1.4991], [-1.1397, 1.9234, -1.1202], [-1.8050, 1.9718, 0.1778], [-3.1914, 1.5869, 0.1841], [-3.4010, 0.4234, -0.6318], [-4.4394, -0.7448, -0.1854], [-4.7902, -0.5545, 1.1669], [-5.6276, -0.7302, -0.9051], [-3.8900, -2.0290, -0.2662], [-2.6761, 0.1969, -1.8649], [0.2491, -1.1479, 0.9900], [1.9140, -0.9608, 0.1156], [0.9169, 0.4978, 0.5542], [-1.1686, 2.2862, 1.1163], [1.7218, 5.7375, 0.2940], [2.0945, 4.3287, 0.7116], [1.2139, 3.3886, 0.1026], [0.6930, 5.9625, 0.5804], [2.3850, 6.4703, 0.7581], [1.7814, 5.8475, -0.7925], [2.0127, 4.2171, 1.7941], [3.1220, 4.0909, 0.4172], [1.2980, 3.4871, -0.8534], [3.6268, 2.0980, 3.3856], [3.3625, 0.6313, 3.6605], [3.4176, -0.1164, 2.4527], [2.8929, 2.4921, 2.6796], [3.5805, 2.6843, 4.3066], [4.6126, 2.2342, 2.9317], [2.3691, 0.4972, 4.0936], [4.1022, 0.2267, 4.3598], [4.3010, -0.0019, 2.0801], [-2.9544, -2.0401, -5.0745], [-1.7098, -2.8112, -5.4679], [-0.5541, -1.9959, -5.3179], [-3.0605, -1.1434, -5.6906], [-3.8487, -2.6565, -5.1915], [-2.8902, -1.7071, -4.0341], [-1.7676, -3.1235, -6.5124], [-1.5926, -3.7050, -4.8460], [-0.5074, -1.7337, -4.3909], [-5.4771, -6.5987, -4.6684], [-6.1394, -5.3615, -5.2425], [-5.2319, -4.6599, -6.0851], [-4.5867, -6.3259, -4.0969], [-6.1632, -7.1419, -4.0144], [-5.1501, -7.2690, -5.4685], [-6.4447, -4.6855, -4.4419], [-7.0266, -5.6291, -5.8256], [-4.9722, -5.2577, -6.7958], [7.0034, -3.2417, 1.8937], [7.1719, -1.8482, 2.4668], [5.9015, -1.2825, 2.7769], [6.3884, -3.2127, 0.9912], [7.9716, -3.6823, 1.6465], [6.4925, -3.8944, 2.6075], [7.6626, -1.1948, 1.7436], [7.7785, -1.8721, 3.3778], [5.4752, -1.8580, 3.4231], [3.0970, -4.9642, 0.3850], [3.2676, -3.5718, 0.9600], [2.0000, -3.0069, 1.2729], [2.4803, -4.9331, -0.5161], [4.0648, -5.4054, 0.1350], [2.5871, -5.6176, 1.0988], [3.7576, -2.9171, 0.2365], [3.8760, -3.5971, 1.8699], [1.5757, -3.5837, 1.9191], [-1.8430, 8.8392, -0.8907], [-1.1310, 8.6499, 0.4344], [0.2658, 8.4708, 0.2252], [-1.6803, 7.9753, -1.5395], [-2.9171, 8.9712, -0.7421], [-1.4516, 9.7133, -1.4186], [-1.5094, 7.7642, 0.9483], [-1.2813, 9.5174, 1.0852], [0.5969, 9.2594, -0.2204], [-3.1541, -5.8119, -0.8874], [-4.5068, -5.8644, -0.2038], [-4.4518, -5.2021, 1.0543], [-2.3909, -6.2816, -0.2624], [-3.1834, -6.3236, -1.8524], [-2.8418, -4.7762, -1.0487], [-4.8049, -6.8992, -0.0253], [-5.2742, -5.3853, -0.8210], [-4.1972, -4.2859, 0.8897], [0.2114, 5.7788, 4.3066], [0.9151, 5.5896, 5.6361], [2.3125, 5.4067, 5.4347], [0.3755, 4.9131, 3.6599], [-0.8633, 5.9139, 4.4490], [0.6089, 6.6509, 3.7793], [0.5316, 4.7064, 6.1496], [0.7641, 6.4587, 6.2846], [2.6480, 6.1936, 4.9896]],
  "forces_ev_per_a": [[-0.23, 1.25, 0.26], [2.66, -4.90, -0.93], [-2.11, 0.97, 2.01], [0.23, 3.35, 0.49], [-2.32, 2.99, -1.50], [-0.46, -3.24, 1.85], [-0.77, 0.54, -2.06], [1.76, -2.31, -0.95], [0.47, 1.29, -1.20], [-1.33, -0.81, 1.37], [0.46, -0.48, -2.14], [1.84, -0.17, 0.95], [-0.93, 2.08, -0.02], [1.52, 0.10, 3.42], [0.79, 0.37, -1.28], [-1.35, 0.16, 0.04], [-0.04, -1.09, -0.69], [-0.30, 0.16, 0.21], [0.01, -0.06, 0.13], [-0.02, 0.24, -0.46], [-0.10, -0.24, 0.19], [0.13, 0.01, 0.06], [-0.08, 0.04, -0.07], [0.09, 0.04, 0.05], [-0.09, -0.11, -0.11], [0.08, 0.07, 0.17], [-0.06, -0.08, 0.11], [-0.04, 0.15, 0.14], [0.31, 0.09, -0.37], [-0.44, 0.02, -0.07], [0.00, -0.11, 0.11], [0.02, 0.06, -0.07], [0.02, -0.03, 0.11], [0.03, -0.11, -0.11], [-0.05, 0.10, 0.16], [-0.02, -0.22, 0.18], [-0.23, -0.01, -0.01], [0.00, 0.26, 0.38], [0.07, 0.00, -0.23], [0.03, -0.10, -0.05], [0.02, 0.04, 0.02], [0.01, -0.12, 0.02], [0.15, 0.07, 0.04], [-0.16, -0.10, -0.08], [0.18, -0.08, -0.01], [0.01, -0.06, 0.14], [0.20, -0.28, -0.22], [-0.01, 0.20, 0.00], [-0.10, 0.04, 0.01], [0.05, -0.04, -0.04], [-0.11, -0.03, 0.02], [0.09, 0.09, -0.15], [-0.11, -0.03, 0.16], [-0.01, 0.10, 0.08], [0.03, -0.06, -0.11], [-0.15, -0.29, 0.17], [0.22, 0.18, -0.08], [0.10, 0.05, 0.02], [-0.06, -0.03, 0.03], [0.12, -0.01, 0.03], [-0.15, 0.08, 0.10], [0.16, -0.01, -0.10], [-0.09, 0.12, -0.13], [0.04, -0.07, -0.14], [-0.26, -0.32, 0.19], [0.01, -0.04, 0.08], [0.09, 0.06, 0.03], [-0.05, -0.04, 0.02], [0.12, 0.00, 0.03], [-0.13, 0.09, 0.10], [0.17, 0.02, -0.10], [0.04, 0.06, -0.11], [-0.12, -0.07, -0.06], [0.11, 0.29, -0.30], [0.09, -0.05, 0.12], [-0.04, 0.01, 0.10], [0.04, 0.03, -0.06], [-0.09, 0.04, 0.08], [0.19, 0.01, 0.01], [-0.19, -0.06, 0.05], [-0.03, -0.11, 0.06], [0.07, -0.04, -0.07], [0.25, 0.35, -0.05], [-0.10, -0.08, 0.18], [-0.10, -0.05, -0.04], [0.05, 0.05, 0.01], [-0.06, -0.04, -0.10], [-0.04, 0.12, 0.15], [-0.02, -0.14, -0.13], [-0.04, -0.11, 0.02], [-0.11, -0.04, -0.07], [0.13, 0.27, -0.29], [0.11, -0.17, 0.10], [-0.05, 0.00, 0.10], [0.03, 0.03, -0.06], [-0.09, 0.04, 0.06], [0.20, 0.02, 0.00], [-0.19, -0.05, 0.05], [-0.02, -0.11, 0.06]],
  "mulliken_charge": [-0.72, 1.20, -0.69, -0.59, 0.19, -0.15, 0.64, -0.49, -0.26, 0.89, -0.25, -0.24, -0.19, 0.05, 0.35, 0.12, 0.20, -0.11, -1.16, 0.12, -0.27, 0.18, 0.38, 0.42, -0.12, 0.26, 0.20, -0.74, -0.27, -0.27, -0.11, 0.39, 0.33, 0.29, 0.23, 0.19, -0.52, -0.21, -0.55, 0.28, 0.18, -0.01, 0.30, 0.20, 0.26, -0.97, -0.24, -0.47, 0.18, 0.33, 0.38, 0.28, 0.26, 0.27, -0.97, -0.29, -0.44, 0.16, 0.40, 0.32, 0.30, 0.25, 0.21, -1.28, 0.16, -0.37, 0.28, 0.35, 0.37, 0.27, 0.07, 0.21, -1.07, -0.15, -0.45, 0.27, 0.33, 0.32, 0.25, 0.27, 0.25, -0.76, -0.23, -0.54, 0.31, 0.29, 0.10, 0.31, 0.22, 0.30, -0.77, -0.33, -0.50, 0.09, 0.38, 0.27, 0.29, 0.27, 0.29],
  "charge": 0,
  "e_above_lowest_ev": 1.865,
  "e_homo_ev": -9.39,
  "homo_lumo_gap_ev": 8.39
}